[1]
12
Properties=species:S:1:pos:R:3 method="wB97M-V/def2-TZVPD" de_lowest_kcal_mol=152.3 total_energy_ev=-9240.715 homo_lumo_gap_ev=10.0
C -0.792 0.247 1.893
C 0.266 -0.787 0.046
H -0.683 -0.770 2.625
H -1.913 0.685 1.955
H 0.068 1.263 2.337
H 1.728 -0.659 -1.500
H -0.200 0.373 -3.164
H 0.839 1.363 -2.062
N 0.338 -0.786 -1.309
N 0.091 0.564 -2.064
O -0.842 -0.125 0.437
O 1.101 -1.369 0.806

=====

[2]
74
Properties=species:S:1:pos:R:3 method="wB97M-V/def2-TZVPD" de_lowest_kcal_mol=26.1 smiles=c1cc[nH]c1.c1cc[nH]c1.c1cc[nH]c1.c1ccncc1.c1ccncc1.c1ccncc1.c1ccncc1 total_energy_ev=-44179.532 homo_lumo_gap_ev=8.1
C 2.253 -12.342 -9.578
C 3.203 -11.384 -9.921
C 3.100 -10.319 -9.019
N 2.175 -10.733 -8.096
C 1.602 -11.901 -8.437
H 2.218 -13.300 -10.075
H 3.992 -11.551 -10.639
H 3.768 -9.501 -8.797
H 1.929 -10.197 -7.277
H 0.789 -12.313 -7.857
C 5.115 -6.727 -1.079
C 6.208 -6.556 -1.956
C 5.698 -6.799 -3.274
N 4.380 -7.011 -3.117
C 4.048 -7.050 -1.780
H 5.145 -6.563 -0.012
H 7.200 -6.337 -1.590
H 6.110 -6.685 -4.265
H 3.751 -7.041 -3.906
H 3.012 -7.224 -1.529
C 2.157 -8.844 -5.409
C 3.527 -8.725 -5.574
C 3.778 -7.795 -6.640
N 2.533 -7.508 -7.139
C 1.582 -8.059 -6.381
H 1.669 -9.391 -4.617
H 4.310 -9.172 -4.979
H 4.711 -7.503 -7.099
H 2.317 -7.012 -7.992
H 0.555 -7.801 -6.592
C 6.248 -10.695 -5.968
C 6.302 -10.518 -4.603
C 7.167 -9.525 -4.102
N 7.877 -8.661 -4.900
C 7.806 -8.847 -6.222
C 6.937 -9.781 -6.823
H 5.467 -11.305 -6.398
H 5.681 -11.074 -3.916
H 7.200 -9.319 -3.043
H 8.418 -8.223 -6.857
H 6.874 -9.868 -7.897
C 0.690 -11.113 -1.960
C 0.268 -12.116 -2.828
C -0.978 -12.648 -2.634
N -1.737 -12.438 -1.521
C -1.287 -11.611 -0.631
C -0.122 -10.848 -0.827
H 1.596 -10.571 -2.186
H 0.808 -12.357 -3.731
H -1.388 -13.346 -3.348
H -2.050 -11.359 0.091
H 0.074 -10.025 -0.156
C 1.207 -3.708 -11.015
C 0.290 -4.373 -10.115
C 0.804 -5.345 -9.303
N 2.114 -5.738 -9.293
C 2.956 -5.132 -10.126
C 2.536 -4.156 -11.021
H 0.835 -2.863 -11.576
H -0.754 -4.114 -10.018
H 0.166 -5.769 -8.541
H 4.009 -5.376 -10.119
H 3.190 -3.652 -11.717
C -0.612 -8.009 -3.278
C -1.958 -8.424 -3.152
C -2.884 -7.707 -3.900
N -2.550 -6.673 -4.701
C -1.256 -6.305 -4.780
C -0.286 -6.881 -3.985
H 0.012 -8.615 -2.638
H -2.152 -9.329 -2.596
H -3.916 -8.023 -3.889
H -1.170 -5.433 -5.410
H 0.740 -6.552 -3.909

=====

[3]
110
Properties=species:S:1:pos:R:3 method="wB97M-V/def2-TZVPD" de_lowest_kcal_mol=215.3 total_energy_ev=-88729.856 homo_lumo_gap_ev=8.9
N 0.824 6.198 1.620
H 1.397 6.149 0.789
H 0.289 5.342 1.649
H 0.223 6.995 1.469
H 1.355 6.436 2.445
N 6.123 3.532 -1.442
H 5.704 4.436 -1.610
H 6.894 3.577 -0.791
H 6.384 3.091 -2.312
H 5.399 2.970 -1.017
B 4.638 8.274 -1.239
F 4.706 8.159 0.137
F 4.074 9.500 -1.632
F 5.842 8.106 -1.781
F 3.743 7.201 -1.510
B 1.501 1.410 0.369
F 0.649 1.835 1.340
F 1.251 0.233 -0.193
F 1.670 2.346 -0.599
F 2.754 1.241 0.994
C -9.035 -2.206 -5.269
C -7.530 -2.626 -5.560
O -6.827 -2.727 -4.356
C -6.178 -1.730 -3.703
O -5.953 -0.659 -4.247
O -5.907 -2.095 -2.448
C -5.057 -1.349 -1.589
H -9.222 -1.493 -6.072
H -9.206 -1.719 -4.309
H -9.726 -3.032 -5.439
H -7.134 -1.897 -6.267
H -7.469 -3.581 -6.082
H -4.966 -1.893 -0.649
H -5.522 -0.420 -1.257
H -4.218 -0.986 -2.182
C -9.198 7.665 2.574
C -7.924 7.092 1.908
O -7.456 6.363 3.016
C -7.276 4.939 2.871
O -7.358 4.250 1.847
O -6.811 4.456 3.965
C -6.153 3.228 4.084
H -9.654 8.293 1.808
H -8.924 8.200 3.483
H -9.906 6.860 2.774
H -7.327 7.933 1.556
H -8.098 6.450 1.044
H -5.233 3.310 3.505
H -6.603 2.370 3.585
H -5.991 2.922 5.118
C -4.847 -10.055 1.998
C -3.393 -10.118 2.548
O -3.321 -8.779 3.062
C -2.325 -7.938 2.690
O -1.304 -8.193 2.072
O -2.535 -6.730 3.357
C -1.491 -5.750 3.271
H -5.341 -10.992 1.741
H -4.870 -9.591 1.013
H -5.614 -9.592 2.618
H -2.677 -10.382 1.770
H -3.361 -10.797 3.401
H -1.776 -4.869 3.847
H -1.355 -5.531 2.212
H -0.569 -6.188 3.652
C 3.197 -0.748 6.937
C 3.556 -2.003 7.839
O 4.617 -2.644 7.254
C 5.720 -2.742 7.935
O 6.007 -2.122 9.005
O 6.514 -3.543 7.191
C 7.875 -3.582 7.523
H 3.035 -1.047 5.901
H 4.056 -0.085 7.035
H 2.378 -0.100 7.248
H 2.759 -2.726 8.015
H 3.772 -1.565 8.813
H 8.124 -3.984 8.505
H 8.321 -2.593 7.418
H 8.308 -4.333 6.862
C 0.953 4.022 -7.332
C 0.501 4.151 -8.802
O -0.273 2.998 -9.048
C -0.852 2.774 -10.225
O -0.520 3.426 -11.258
O -1.797 1.773 -10.184
C -2.288 1.173 -9.021
H 1.877 4.555 -7.106
H 1.229 3.035 -6.963
H 0.246 4.555 -6.696
H 1.352 4.244 -9.477
H -0.220 4.962 -8.898
H -3.149 1.814 -8.830
H -1.574 0.952 -8.228
H -2.854 0.256 -9.183
C 6.083 -3.582 1.065
C 7.501 -3.737 0.441
O 7.941 -2.495 -0.035
C 9.187 -2.324 -0.404
O 9.946 -3.217 -0.592
O 9.416 -1.078 -0.591
C 10.553 -0.728 -1.304
H 5.511 -3.287 0.185
H 6.045 -2.773 1.795
H 5.857 -4.569 1.469
H 7.571 -4.446 -0.384
H 8.167 -4.185 1.179
H 11.477 -0.565 -0.750
H 10.312 0.156 -1.895
H 10.782 -1.485 -2.055

=====

[4]
6
Properties=species:S:1:pos:R:3 method="wB97M-V/def2-TZVPD" de_lowest_kcal_mol=72.4 smiles="N=[S@H](=O)Br" total_energy_ev=-84443.906 homo_lumo_gap_ev=10.0
N 0.863 0.792 -0.436
S -0.027 -0.230 0.152
O -0.129 -1.919 -0.049
Br -2.091 0.390 0.001
H 1.353 0.954 -1.225
H 0.031 0.013 1.558

=====

[5]
64
Properties=species:S:1:pos:R:3 method="wB97M-V/def2-TZVPD" de_lowest_kcal_mol=16.2 charge=-1 total_energy_ev=-126433.092 homo_lumo_gap_ev="7.1 / 4.3" s2=0.7955 spin_multiplicity=2
Na 1.123 0.370 0.764
C 3.046 -1.428 -1.968
C 2.080 -2.276 -1.206
C 2.239 -3.614 -0.785
C 1.083 -3.911 -0.098
C 0.681 -5.182 0.578
N 0.299 -2.805 -0.132
N 0.913 -1.808 -0.802
B -1.176 -2.696 0.353
N -1.257 -1.869 1.661
N -0.743 -0.624 1.767
C -0.996 -0.207 3.003
C -0.574 1.140 3.502
C -1.688 -1.201 3.717
C -1.826 -2.245 2.827
C -2.462 -3.580 3.044
N -2.084 -2.087 -0.780
N -1.759 -1.009 -1.528
C -2.690 -0.898 -2.462
C -2.638 0.194 -3.484
C -3.662 -1.911 -2.315
C -3.232 -2.653 -1.241
C -3.845 -3.888 -0.659
H 4.053 -1.833 -1.872
H 2.785 -1.388 -3.028
H 3.048 -0.409 -1.581
H 3.094 -4.257 -0.925
H 1.507 -5.892 0.542
H 0.424 -5.006 1.624
H -0.187 -5.632 0.090
H -1.594 -3.799 0.556
H 0.133 1.602 2.817
H -1.436 1.805 3.615
H -0.080 1.052 4.469
H -2.020 -1.166 4.742
H -2.845 -3.641 4.062
H -3.288 -3.745 2.351
H -1.743 -4.387 2.895
H -1.729 0.778 -3.347
H -2.644 -0.216 -4.496
H -3.501 0.860 -3.391
H -4.538 -2.085 -2.921
H -4.763 -4.127 -1.196
H -3.165 -4.737 -0.739
H -4.087 -3.757 0.397
Cl -2.535 6.924 1.760
C -1.619 5.537 1.384
C -2.261 4.394 0.870
Cl -3.966 4.396 0.661
C -1.528 3.274 0.549
Cl -2.229 1.835 0.021
C -0.078 3.257 0.693
O 0.599 2.285 0.372
C 0.530 4.442 1.288
Cl 2.205 4.368 1.566
C -0.221 5.540 1.610
Cl 0.523 6.927 2.300
F 2.748 -0.634 1.129
P 3.766 -0.181 2.348
F 4.218 1.085 1.443
F 4.749 0.275 3.532
F 3.238 -1.426 3.214
F 2.563 0.742 2.967
F 4.919 -1.085 1.687

=====

[6]
54
Properties=species:S:1:pos:R:3 method="wB97M-V/def2-TZVPD" de_lowest_kcal_mol=283.8 total_energy_ev=-53994.787 homo_lumo_gap_ev=8.8
C -0.203 -2.631 0.769
O -1.307 -3.223 0.163
P -2.034 -2.689 -1.257
O -1.140 -2.777 -2.447
O -3.398 -3.570 -1.310
C -3.091 -4.944 -1.074
O -2.638 -1.175 -0.944
C -3.647 -0.462 -1.640
H -0.079 -1.631 0.352
H 0.668 -3.231 0.506
H -0.373 -2.345 1.807
H -3.507 -5.198 -0.099
H -2.066 -5.275 -1.243
H -3.599 -5.616 -1.765
H -4.410 -1.148 -2.009
H -3.140 0.245 -2.296
H -4.178 0.151 -0.912
C 3.196 4.068 -1.759
O 2.645 3.695 -0.468
P 2.549 2.100 -0.062
O 3.574 1.282 -0.766
O 0.967 1.811 -0.412
C 0.003 2.456 0.356
O 2.611 2.201 1.575
C 3.126 1.011 2.208
H 2.826 5.029 -2.117
H 2.742 3.514 -2.579
H 4.285 4.035 -1.813
H -0.716 1.697 0.662
H -0.504 3.241 -0.206
H 0.424 2.978 1.215
H 3.183 1.207 3.279
H 4.153 0.850 1.878
H 2.687 0.038 1.988
C 0.401 0.130 1.803
C 0.405 1.515 2.634
O 0.694 1.379 3.990
O -0.394 -0.772 2.529
H 1.388 -0.331 1.840
H 0.032 0.270 0.787
H -0.565 2.008 2.574
H 1.086 2.303 2.315
H 0.215 0.584 4.234
H 0.020 -1.581 2.221
C -1.018 -0.107 -1.567
C 0.376 -0.827 -1.755
O 1.188 -0.457 -0.624
O -0.890 1.276 -1.201
H -1.560 -0.560 -0.737
H -1.557 -0.246 -2.504
H 0.912 -0.487 -2.641
H 0.165 -1.892 -1.853
H 1.243 0.499 -0.696
H -1.750 1.601 -0.926

=====

[7]
80
Properties=species:S:1:pos:R:3 method="wB97M-V/def2-TZVPD" charge=+1 total_energy_ev=-62314.459 homo_lumo_gap_ev=7.6
C -1.551 1.778 3.490
C -2.695 0.796 3.711
C -2.714 -0.466 2.783
C -1.636 -0.484 1.760
C -1.698 0.247 0.592
C -0.628 0.167 -0.283
N 0.405 -0.601 0.019
N 0.521 -1.341 1.108
C -0.480 -1.277 1.947
H -1.578 2.539 4.267
H -0.568 1.307 3.534
H -1.664 2.304 2.543
H -3.624 1.334 3.542
H -2.682 0.454 4.742
H -2.629 -1.353 3.408
H -3.683 -0.529 2.291
H -2.546 0.872 0.355
H -0.585 0.702 -1.224
H 1.190 -0.655 -0.621
H -0.387 -1.890 2.832
C -3.924 -3.366 0.664
C -3.625 -4.442 -0.057
C -4.663 -5.467 -0.356
O -4.396 -6.448 -1.012
C -6.029 -5.238 0.181
C -6.318 -4.159 0.904
C -5.287 -3.135 1.199
O -5.544 -2.144 1.853
H -3.188 -2.606 0.893
H -2.632 -4.625 -0.451
H -6.765 -5.998 -0.051
H -7.305 -3.972 1.306
C 1.248 4.606 -4.143
C 0.499 3.511 -4.043
C 0.892 2.388 -3.173
O 0.171 1.406 -3.059
C 2.164 2.504 -2.427
C 2.929 3.586 -2.535
C 2.531 4.731 -3.402
O 3.216 5.723 -3.475
H 0.949 5.458 -4.737
H -0.448 3.407 -4.558
H 2.451 1.668 -1.799
H 3.866 3.678 -2.003
C 7.303 2.420 -1.351
C 8.422 3.033 -0.976
C 8.516 3.730 0.334
O 9.530 4.289 0.679
C 7.311 3.715 1.207
C 6.194 3.101 0.828
C 6.105 2.408 -0.479
O 5.081 1.848 -0.828
H 7.209 1.906 -2.299
H 9.310 3.057 -1.594
H 7.403 4.229 2.155
H 5.304 3.076 1.445
C -0.459 4.786 -0.788
C -1.017 4.151 0.236
C -2.454 4.335 0.562
O -2.961 3.727 1.481
C -3.236 5.274 -0.285
C -2.675 5.914 -1.310
C -1.246 5.710 -1.649
O -0.710 6.236 -2.598
H 0.587 4.669 -1.049
H -0.463 3.478 0.879
H -4.279 5.396 -0.022
H -3.226 6.594 -1.947
C 1.203 -6.696 -0.276
C 1.611 -7.735 0.446
C 0.663 -8.804 0.860
O 1.034 -9.745 1.524
C -0.753 -8.668 0.431
C -1.160 -7.629 -0.293
C -0.213 -6.561 -0.697
O -0.584 -5.605 -1.352
H 1.873 -5.907 -0.593
H 2.638 -7.859 0.765
H -1.422 -9.461 0.740
H -2.186 -7.507 -0.622